No. 1
{"formula": "C14H15CdF2N6S", "method": "ωB97M-V/def2-TZVPD", "elements": ["Cd", "N", "N", "C", "N", "S", "H", "H", "H", "H", "H", "F", "C", "F", "H", "N", "C", "C", "C", "C", "C", "C", "N", "C", "C", "C", "C", "N", "C", "C", "H", "H", "H", "H", "H", "H", "H", "H", "H"], "coordinates": [[0.009766, 0.319127, -0.361631], [-0.810531, -1.397686, 1.674785], [-0.204387, -1.094249, 2.900806], [0.537685, 0.008926, 3.129673], [1.064565, 0.157738, 4.349136], [0.851625, 1.200938, 1.993673], [-1.825228, -1.451582, 1.785254], [-0.471626, -2.299556, 1.335944], [-0.332329, -1.751940, 3.665847], [0.896972, -0.489036, 5.103201], [1.581613, 1.003275, 4.538485], [-0.318918, 2.441882, -2.408436], [0.717390, 1.796490, -1.799420], [1.345735, 1.060832, -2.782991], [1.440343, 2.568426, -1.474909], [6.422367, -3.331031, -1.104046], [7.182980, -4.417756, -1.430108], [8.552468, -4.621570, -1.516674], [8.970629, -5.883116, -1.882131], [8.061182, -6.915854, -2.154290], [6.702661, -6.727329, -2.066964], [6.252678, -5.458457, -1.698172], [4.990343, -4.990567, -1.532096], [5.107921, -3.728722, -1.182561], [3.970110, -2.890721, -0.926677], [2.684977, -3.431621, -1.080155], [1.586466, -2.634484, -0.860240], [1.677439, -1.351218, -0.491160], [2.897692, -0.827884, -0.345045], [4.056372, -1.547298, -0.542524], [6.775049, -2.415643, -0.879902], [9.250618, -3.826219, -1.305407], [10.027965, -6.082226, -1.963517], [8.449262, -7.881507, -2.438841], [5.998346, -7.516629, -2.272723], [2.589677, -4.461046, -1.378623], [0.581684, -3.024566, -0.988161], [2.931638, 0.220298, -0.047224], [5.006285, -1.058035, -0.406896]], "forces_ev_per_angstrom": [[0.7, -0.1, 0.9], [-0.1, 0.1, -0.3], [-0.1, -0.4, 0.4], [0.1, 0.2, -0.3], [-0.2, -0.3, 0.0], [-0.1, 0.2, -0.3], [0.3, 0.1, 0.1], [0.0, 0.3, 0.2], [0.0, 0.1, -0.3], [0.0, 0.0, 0.0], [-0.1, -0.2, 0.0], [0.0, 0.3, -0.1], [-0.3, 0.0, -0.5], [0.2, 0.0, 0.0], [-0.3, -0.3, 0.1], [-0.3, 0.3, 0.1], [-0.2, -0.9, -0.2], [0.1, 0.1, 0.0], [0.0, 0.2, 0.0], [0.0, -0.1, 0.0], [0.0, 0.1, 0.0], [0.9, 0.5, 0.1], [-0.8, 0.5, 0.2], [0.7, -0.8, -0.2], [-0.9, 0.7, 0.2], [0.2, 0.1, 0.0], [0.0, 0.0, 0.0], [-0.1, 0.1, 0.0], [-0.1, 0.2, 0.1], [0.0, -0.4, -0.1], [-0.1, -0.1, 0.0], [0.1, 0.0, 0.0], [0.1, 0.0, 0.0], [0.0, -0.1, 0.0], [-0.1, -0.1, 0.0], [-0.1, -0.1, 0.0], [0.1, -0.1, 0.0], [0.1, -0.2, -0.1], [0.1, 0.1, 0.0]], "charge": 1, "total_energy_ev": -44530.66881, "lumo_ev": -3.48, "mol_weight_g_mol": 449.79, "homo_lumo_gap_ev": 7.21}


No. 2
{"formula": "C8H22ClN2O2Pd", "method": "ωB97M-V/def2-TZVPD", "elements": ["Pd", "Cl", "C", "C", "C", "O", "C", "N", "H", "H", "H", "H", "H", "H", "H", "H", "H", "H", "H", "C", "C", "C", "O", "C", "N", "H", "H", "H", "H", "H", "H", "H", "H", "H", "H", "H"], "coordinates": [[5.952264, -4.508430, 18.581480], [7.757937, -4.706105, 17.694828], [11.616852, -3.953512, 16.195115], [11.033597, -3.820118, 17.716608], [9.932776, -2.811382, 17.693444], [10.362939, -1.475023, 17.299225], [9.266533, -0.509208, 17.194909], [10.491861, -5.175015, 17.982368], [10.782880, -4.275369, 15.571423], [12.332253, -4.775333, 16.164775], [12.006442, -3.012159, 15.807607], [11.799836, -3.592937, 18.457792], [9.511021, -2.810526, 18.698542], [9.079918, -3.113085, 17.085398], [8.751628, -0.580105, 16.236822], [9.740702, 0.471620, 17.230016], [8.462693, -0.671832, 17.912898], [10.619914, -5.784278, 17.187062], [9.511009, -5.060016, 18.194028], [8.490688, -3.000362, 14.825754], [7.128687, -2.411643, 15.342287], [6.262703, -1.625764, 14.365640], [6.969876, -0.527943, 13.736729], [6.264463, 0.298456, 12.875982], [6.383676, -3.539078, 15.891697], [8.952431, -3.571616, 15.631089], [9.217023, -2.294028, 14.423703], [8.381023, -3.711527, 14.007021], [7.416931, -1.778175, 16.181170], [5.387892, -1.197710, 14.855104], [5.843951, -2.273470, 13.595419], [5.687775, -0.283214, 12.156821], [7.019056, 0.811560, 12.279803], [5.675361, 1.049412, 13.402414], [6.847968, -4.013819, 16.652719], [6.173016, -4.303737, 15.266365]], "forces_ev_per_angstrom": [[-4.1, 0.7, 1.9], [4.7, -3.4, 1.6], [-0.4, 0.1, 1.8], [1.0, -1.7, -3.7], [0.0, 2.7, 1.2], [-1.2, -1.3, 0.4], [0.8, -0.6, -0.5], [0.3, 1.7, 0.1], [0.0, 0.2, 0.0], [0.3, 0.3, 0.0], [0.2, -0.2, 0.1], [0.1, 0.3, -0.1], [-0.2, 0.6, 0.5], [0.5, 0.0, -0.2], [0.5, 0.0, -0.3], [-0.2, -0.1, 0.4], [0.4, 0.2, 0.7], [0.1, -0.3, 0.0], [0.5, -0.9, 0.9], [-0.5, 0.0, -0.8], [1.2, -0.4, -0.3], [-0.1, 1.4, -1.0], [1.0, -1.9, 1.7], [0.1, 0.2, -0.8], [-1.7, 0.4, -0.6], [-0.2, 0.2, -0.6], [-0.1, 0.4, 0.4], [-0.6, -0.1, -0.1], [-0.5, 0.0, 0.0], [-0.1, -0.1, 0.5], [0.2, -0.4, -0.2], [-0.5, 0.0, 0.1], [0.0, 0.2, 0.1], [-0.3, -0.1, 0.0], [-0.8, 1.7, -2.4], [-0.3, 0.3, -0.7]], "charge": 1, "total_energy_ev": -31715.49213, "e_above_lowest_kcal_mol": 130.3, "multiplicity": 3, "s_squared": 2.013, "lumo_ev": [-4.87, -8.39], "mol_weight_g_mol": 320.15, "homo_lumo_gap_ev": [7.55, 3.82]}


Number 1: largest force on an atom 1.161 eV/A. Number 2: largest force on an atom 6.004 eV/A.